[1]
{"formula": "C37H40ClF7N3O26", "method": "wB97M-V/def2-TZVPD", "homo_lumo_gap_ev": 7.6517, "energy_ev": -128260.7725, "e_lumo_ha": -0.169, "e_homo_ev": -12.25, "charge": 1, "elements": ["C", "C", "O", "N", "C", "N", "C", "C", "C", "C", "C", "C", "C", "C", "O", "O", "C", "C", "C", "O", "Cl", "C", "O", "C", "N", "H", "H", "H", "H", "H", "H", "H", "H", "H", "H", "H", "H", "H", "H", "H", "H", "H", "H", "H", "C", "C", "O", "C", "O", "O", "F", "H", "H", "H", "C", "C", "O", "C", "O", "O", "F", "H", "H", "H", "C", "C", "O", "C", "O", "O", "F", "H", "H", "H", "C", "C", "O", "C", "O", "O", "F", "H", "H", "H", "C", "C", "O", "C", "O", "O", "F", "H", "H", "H", "C", "C", "O", "C", "O", "O", "F", "H", "H", "H", "C", "C", "O", "C", "O", "O", "F", "H", "H", "H"], "positions_angstrom": [[1.275008, -4.504944, 3.061391], [-0.018551, -4.572560, 2.305039], [-0.700257, -5.551163, 2.269317], [-0.472596, -3.418929, 1.512971], [0.548852, -2.460185, 1.024992], [-1.609831, -2.802076, 2.057017], [-2.692235, -2.785902, 1.273155], [-3.883124, -2.203236, 1.661109], [-5.026599, -2.243897, 0.683225], [-5.867806, -3.541710, 0.738374], [-5.044501, -4.815229, 0.912180], [-6.979623, -3.453023, 1.788341], [-3.931067, -1.640324, 2.945072], [-5.210148, -0.991534, 3.415741], [-5.769052, -0.152693, 2.774546], [-5.644033, -1.481822, 4.588321], [-2.802701, -1.662900, 3.770556], [-2.755959, -1.102016, 5.167490], [-2.715269, -2.262098, 6.153598], [-3.083041, -3.359789, 5.894954], [-2.085978, -1.843328, 7.721744], [-1.669729, -2.236084, 3.272175], [-0.518272, -2.318011, 4.024216], [0.145322, -1.196266, 4.132226], [0.722678, -0.207302, 4.222104], [1.153478, -5.023629, 4.007551], [2.032890, -5.036061, 2.482771], [1.644899, -3.498588, 3.226890], [1.542237, -2.870983, 1.149638], [0.455651, -1.480926, 1.493259], [0.387905, -2.317842, -0.039846], [-2.571799, -3.255613, 0.309562], [-4.602922, -2.140812, -0.317078], [-5.659467, -1.378097, 0.844546], [-6.365459, -3.605906, -0.231253], [-5.690939, -5.686172, 0.851009], [-4.566995, -4.831147, 1.895501], [-4.259273, -4.886131, 0.158811], [-7.423030, -4.439288, 1.918558], [-6.605971, -3.126587, 2.758522], [-7.765943, -2.780306, 1.450176], [-6.165502, -0.798039, 5.038480], [-1.901280, -0.453192, 5.351385], [-3.658120, -0.542263, 5.394965], [1.071616, -0.479851, -3.224946], [2.528483, -0.332733, -3.606554], [3.156333, -0.159860, -2.340951], [2.394239, -0.785213, -1.416694], [2.735896, -1.067477, -0.314135], [1.173941, -1.073523, -1.923115], [2.736199, 0.758481, -4.375818], [0.594837, 0.498201, -3.143222], [0.495215, -1.112133, -3.891369], [2.967724, -1.200331, -4.100162], [-3.018621, -1.849549, -7.106602], [-1.566275, -1.713081, -7.513320], [-0.916182, -1.550701, -6.256978], [-1.677985, -2.170030, -5.319017], [-1.300998, -2.424277, -4.218652], [-2.895844, -2.452803, -5.804789], [-1.342691, -0.614689, -8.268818], [-3.490153, -0.871431, -7.007694], [-3.605376, -2.472655, -7.774473], [-1.154588, -2.584458, -8.022812], [1.761899, 0.891380, 7.052419], [0.546663, 1.617551, 7.587866], [0.861529, 1.768727, 8.955305], [2.220636, 1.796699, 9.079508], [2.812897, 2.151760, 10.034651], [2.793224, 1.362982, 7.923242], [-0.593441, 0.876990, 7.476577], [1.656592, -0.188916, 7.169035], [1.990392, 1.128313, 6.018128], [0.373021, 2.599687, 7.146366], [5.612664, 4.139522, 5.899278], [4.289510, 3.450623, 6.157984], [3.804680, 3.224722, 4.844526], [4.880293, 3.112101, 4.018380], [4.839513, 2.686543, 2.914566], [5.994983, 3.564339, 4.638512], [3.409345, 4.241491, 6.817963], [5.476935, 5.215873, 5.786317], [6.365668, 3.941156, 6.655416], [4.363291, 2.498794, 6.680175], [3.986875, 4.430693, -4.226004], [2.519646, 4.066621, -4.295922], [1.909751, 5.313382, -4.555496], [2.818089, 6.094999, -5.215198], [2.551342, 7.093556, -5.788654], [4.048963, 5.547633, -5.123797], [2.043939, 3.573433, -3.121488], [4.273277, 4.750798, -3.225260], [4.649854, 3.636138, -4.556529], [2.259307, 3.368956, -5.093983], [6.367077, 6.856046, 1.466935], [5.042027, 6.189395, 1.771334], [4.515581, 5.963797, 0.479951], [5.563476, 5.839140, -0.380452], [5.478367, 5.408265, -1.480721], [6.701059, 6.270695, 0.202526], [4.202051, 6.997899, 2.464217], [6.245792, 7.933753, 1.352185], [7.141443, 6.648608, 2.199307], [5.128276, 5.237702, 2.296136], [-2.319416, -0.930013, -12.411208], [-1.594527, -2.168185, -11.923582], [-2.275147, -2.448607, -10.710299], [-3.540253, -1.952975, -10.813349], [-4.420056, -2.223418, -10.065638], [-3.632367, -1.121491, -11.866544], [-0.289923, -1.934486, -11.658843], [-1.877913, -0.029004, -11.984239], [-2.362300, -0.843092, -13.492293], [-1.672255, -3.033851, -12.582508]], "forces_ev_per_angstrom": [[0.4, 0.1, -0.3], [-0.3, -0.3, -0.1], [-0.3, 0.1, 0.3], [1.0, 0.3, 0.8], [-0.7, 0.1, -0.4], [-0.3, -0.4, -0.7], [-0.2, 0.0, -0.2], [-0.1, 0.2, 0.2], [0.1, -0.1, -0.1], [-0.4, -0.1, 0.0], [0.1, 0.5, 0.2], [0.2, -0.2, -0.3], [-0.1, -0.4, -0.3], [-0.3, 0.0, -0.2], [0.2, 0.2, 0.2], [0.7, 0.3, 0.2], [-0.4, 0.5, 0.1], [0.1, -0.3, 0.2], [-0.2, -0.3, 0.0], [0.1, 0.0, -0.1], [0.0, 0.1, 0.1], [0.4, -0.1, 0.0], [0.2, -0.1, 0.0], [0.0, 0.0, 0.0], [0.0, 0.0, 0.1], [-0.1, -0.1, 0.0], [0.0, -0.1, 0.1], [0.0, 0.1, 0.0], [0.0, 0.0, 0.1], [0.3, 0.0, 0.2], [0.0, 0.0, 0.0], [0.1, 0.0, 0.0], [0.1, 0.0, 0.0], [-0.1, 0.0, -0.1], [0.0, 0.0, -0.1], [0.0, -0.1, -0.1], [0.0, -0.1, 0.0], [0.0, -0.2, -0.1], [-0.1, 0.0, 0.1], [0.0, 0.0, 0.1], [0.0, 0.2, 0.2], [-0.5, -0.2, -0.2], [0.0, 0.1, -0.1], [0.1, 0.1, 0.0], [-0.1, 0.0, -0.2], [-0.2, 0.1, 0.1], [0.1, -0.2, -0.1], [0.0, 0.1, 0.0], [0.0, 0.1, 0.1], [-0.1, 0.0, 0.0], [0.1, 0.1, 0.1], [0.1, 0.1, 0.0], [0.0, -0.2, 0.2], [0.0, 0.0, -0.1], [-0.1, -0.1, -0.1], [-0.1, 0.2, 0.0], [0.1, -0.3, 0.0], [-0.1, 0.1, 0.0], [0.0, 0.0, 0.1], [0.0, 0.0, 0.0], [0.0, 0.0, 0.1], [0.1, 0.1, 0.0], [0.0, -0.1, 0.1], [0.1, 0.1, -0.1], [0.1, 0.0, -0.2], [0.0, -0.1, 0.2], [0.0, 0.2, -0.1], [0.0, -0.1, -0.1], [0.0, 0.0, 0.1], [-0.1, -0.1, 0.0], [0.1, 0.1, 0.0], [-0.1, 0.0, 0.0], [0.1, 0.1, 0.0], [-0.1, 0.0, -0.1], [0.1, 0.0, 0.0], [0.0, 0.2, 0.0], [0.0, -0.3, 0.1], [0.0, 0.1, 0.0], [0.0, 0.1, -0.1], [-0.1, 0.1, 0.1], [0.0, 0.0, -0.1], [-0.1, 0.0, 0.0], [0.1, -0.1, -0.1], [0.0, 0.0, 0.1], [0.1, -0.1, 0.0], [0.0, 0.1, 0.1], [-0.1, -0.1, -0.2], [0.1, 0.0, 0.1], [0.0, 0.1, 0.0], [0.0, -0.1, 0.0], [0.0, 0.0, 0.0], [-0.1, 0.0, 0.0], [0.0, 0.1, -0.2], [0.0, -0.1, 0.1], [0.1, 0.0, 0.0], [0.0, 0.2, 0.0], [0.1, -0.3, 0.1], [-0.1, 0.1, 0.0], [0.1, 0.0, 0.0], [0.0, 0.0, 0.1], [0.0, 0.0, -0.1], [-0.1, 0.0, 0.0], [0.1, -0.1, -0.1], [-0.1, 0.0, 0.0], [0.0, 0.1, -0.1], [0.0, 0.1, 0.1], [0.0, -0.3, -0.1], [0.1, 0.1, 0.1], [0.0, 0.1, 0.1], [0.0, 0.0, -0.1], [0.0, 0.0, 0.1], [0.1, 0.0, 0.0], [-0.2, -0.1, 0.0], [0.1, 0.0, 0.0]]}

[2]
{"formula": "C15H21Cl33FNO4S", "method": "wB97M-V/def2-TZVPD", "homo_lumo_gap_ev": 9.8587, "energy_ev": -452364.8204, "e_lumo_ha": 0.006, "e_homo_ev": -9.70, "charge": 0, "smiles": "COCCCN(O)S(=O)(=O)F.ClC(Cl)Cl.ClC(Cl)Cl.ClC(Cl)Cl.ClC(Cl)Cl.ClC(Cl)Cl.ClC(Cl)Cl.ClC(Cl)Cl.ClC(Cl)Cl.ClC(Cl)Cl.ClC(Cl)Cl.ClC(Cl)Cl", "elements": ["C", "O", "C", "C", "C", "N", "O", "S", "O", "O", "F", "H", "H", "H", "H", "H", "H", "H", "H", "H", "H", "Cl", "C", "Cl", "Cl", "H", "Cl", "C", "Cl", "Cl", "H", "Cl", "C", "Cl", "Cl", "H", "Cl", "C", "Cl", "Cl", "H", "Cl", "C", "Cl", "Cl", "H", "Cl", "C", "Cl", "Cl", "H", "Cl", "C", "Cl", "Cl", "H", "Cl", "C", "Cl", "Cl", "H", "Cl", "C", "Cl", "Cl", "H", "Cl", "C", "Cl", "Cl", "H", "Cl", "C", "Cl", "Cl", "H"], "positions_angstrom": [[-0.622458, -0.043267, 0.127997], [-1.449273, -1.191776, 0.199043], [-2.104724, -1.511057, -1.010835], [-2.788739, -2.857993, -0.826391], [-1.980819, -4.120356, -1.191893], [-0.707670, -3.811216, -1.864008], [-1.072538, -3.490064, -3.201471], [0.399884, -5.104873, -1.914082], [0.747352, -5.389560, -3.256991], [1.360769, -4.880154, -0.895590], [-0.462272, -6.327491, -1.405522], [-0.981986, 0.706339, 0.839291], [0.401573, -0.308339, 0.400301], [-0.631114, 0.397772, -0.873352], [-2.864716, -0.751334, -1.241162], [-1.394083, -1.515562, -1.841585], [-3.750200, -2.873510, -1.339905], [-3.010916, -2.912688, 0.242027], [-2.561106, -4.784572, -1.838652], [-1.743353, -4.679505, -0.288408], [-0.294054, -3.058450, -3.577247], [2.860888, 0.416415, 1.089999], [2.836512, 1.649136, 2.353151], [1.185069, 2.196541, 2.635417], [3.581683, 1.059801, 3.833845], [3.417504, 2.492748, 2.002770], [-0.440072, 4.391642, 0.518236], [-1.686940, 4.840522, 1.681467], [-3.070756, 5.574223, 0.880935], [-2.174950, 3.437741, 2.639350], [-1.263333, 5.571627, 2.357459], [-2.977344, 9.433707, 0.479912], [-4.210615, 9.341817, -0.777938], [-5.046899, 7.789749, -0.725242], [-5.352919, 10.673969, -0.629670], [-3.718647, 9.427292, -1.738740], [1.872675, -9.001305, 1.090515], [1.566415, -7.281622, 1.293003], [0.063092, -6.997150, 2.190997], [2.917073, -6.483249, 2.084972], [1.449702, -6.843008, 0.311204], [-2.850679, 13.027994, -1.376504], [-1.526084, 12.374132, -2.332900], [-0.352981, 11.539033, -1.318630], [-2.144288, 11.296834, -3.591928], [-1.019010, 13.197242, -2.818537], [-1.204594, -9.589738, -1.078087], [-2.335577, -8.659179, -0.104041], [-3.212286, -7.487872, -1.101642], [-3.453192, -9.710189, 0.758432], [-1.766482, -8.099493, 0.626232], [4.803956, -9.639054, -3.082086], [4.669968, -8.315841, -1.922416], [3.029338, -7.665260, -1.946701], [5.120998, -8.854756, -0.305330], [5.359711, -7.538578, -2.222880], [-8.285426, 6.552809, 0.927798], [-7.820982, 7.438051, 2.382370], [-6.119025, 7.182395, 2.756297], [-8.177284, 9.156375, 2.212890], [-8.407675, 7.053537, 3.205899], [-4.916991, -8.028011, -5.397076], [-4.915962, -6.686544, -4.256098], [-4.546587, -5.163846, -5.067451], [-6.451086, -6.586331, -3.393790], [-4.138542, -6.870525, -3.527559], [8.386606, 2.621680, 3.370260], [7.174903, 3.126106, 4.553637], [5.854842, 3.988473, 3.763639], [6.596450, 1.744865, 5.476833], [7.647255, 3.813990, 5.242317], [11.375748, 6.012112, 2.217588], [11.650552, 4.270690, 2.183411], [11.992157, 3.715410, 0.545848], [12.942892, 3.812205, 3.290886], [10.741663, 3.788342, 2.516111]], "forces_ev_per_angstrom": [[-0.1, 0.1, 0.1], [0.1, -0.1, -0.1], [-0.2, 0.1, 0.0], [0.0, 0.0, 0.2], [0.0, 0.2, 0.4], [0.1, -0.4, -0.6], [-0.1, -0.1, 0.1], [-0.3, 0.3, 0.1], [0.1, 0.1, 0.2], [-0.1, -0.2, 0.0], [0.2, 0.0, -0.1], [0.0, 0.0, -0.1], [-0.2, 0.0, -0.1], [0.0, 0.0, 0.0], [0.0, 0.0, 0.1], [0.0, 0.0, 0.0], [0.1, 0.0, -0.2], [-0.1, 0.0, -0.1], [0.1, 0.1, 0.0], [0.1, 0.1, 0.0], [0.0, 0.1, 0.0], [0.2, 0.0, 0.0], [0.0, 0.0, 0.0], [0.0, 0.0, 0.1], [-0.1, 0.0, 0.0], [0.0, 0.0, 0.0], [0.0, 0.1, -0.1], [0.0, 0.0, 0.0], [0.0, 0.0, 0.0], [0.0, 0.0, 0.0], [0.0, 0.0, 0.0], [0.0, 0.0, 0.0], [0.0, 0.0, 0.0], [-0.1, 0.0, -0.1], [-0.1, -0.1, 0.0], [0.0, 0.0, 0.0], [-0.1, -0.1, 0.2], [0.1, 0.0, -0.1], [0.0, 0.0, 0.0], [0.0, 0.0, 0.0], [0.0, 0.0, 0.1], [0.1, 0.0, 0.0], [0.0, 0.0, 0.0], [0.0, 0.0, 0.0], [0.0, 0.0, 0.0], [0.0, 0.0, 0.0], [0.0, 0.0, 0.0], [0.1, -0.1, 0.0], [-0.2, -0.1, 0.1], [0.0, 0.0, 0.0], [0.0, 0.0, 0.0], [0.1, 0.0, 0.0], [-0.1, -0.2, 0.0], [0.1, 0.1, -0.1], [0.1, 0.1, -0.1], [-0.1, 0.1, 0.0], [0.0, 0.0, 0.0], [0.0, 0.0, 0.0], [0.0, 0.0, 0.0], [0.0, 0.0, 0.0], [0.0, 0.0, 0.0], [0.0, 0.0, 0.0], [0.0, 0.0, 0.0], [0.0, 0.0, 0.0], [0.0, 0.0, 0.0], [0.0, 0.0, 0.0], [0.0, 0.0, 0.0], [0.0, 0.0, 0.0], [0.0, 0.0, 0.0], [0.0, 0.0, 0.0], [0.0, 0.0, 0.0], [0.0, 0.0, 0.0], [0.0, 0.0, 0.0], [0.0, 0.0, 0.0], [0.0, 0.0, 0.0], [0.0, 0.0, 0.0]]}

[3]
{"formula": "C5H14IN5", "method": "wB97M-V/def2-TZVPD", "e_above_lowest_kcal_mol": 99.3, "homo_lumo_gap_ev": [6.6282, 7.2510], "energy_ev": -20941.9405, "e_lumo_ha": [-0.352, -0.337], "e_homo_ev": [-16.21, -16.43], "charge": 2, "elements": ["C", "C", "C", "C", "C", "N", "N", "N", "N", "N", "I", "H", "H", "H", "H", "H", "H", "H", "H", "H", "H", "H", "H", "H", "H"], "positions_angstrom": [[0.081279, 2.810467, 0.309882], [0.112090, 0.533253, -0.827168], [-0.361424, -3.192695, 0.976861], [0.256324, -1.858049, 0.904018], [1.706878, -1.763056, 0.329159], [0.011766, 3.136790, 1.572216], [0.048209, 3.760486, -0.636211], [2.103813, -0.435306, 0.149081], [-0.456123, 0.733664, -1.943710], [0.186047, 1.428594, 0.194480], [3.431541, 0.094983, -1.185718], [-1.385059, -3.037438, 0.901250], [0.012773, -3.903655, 0.236425], [-0.231488, -3.797633, 2.013692], [0.163003, -1.361908, 1.870575], [-0.277996, -1.158075, 0.240509], [2.285039, -2.148206, 1.067814], [1.816638, -2.421867, -0.548594], [0.045747, 4.072448, 1.892360], [0.009261, 2.581576, 2.439362], [0.214795, 4.692750, -0.395941], [0.221492, 3.647346, -1.692435], [-0.633432, -0.032788, -2.574333], [-1.042776, 1.633344, -2.028927], [0.527634, 0.973337, 0.950174]], "forces_ev_per_angstrom": [[-0.2, -0.5, 0.5], [1.8, -0.8, 1.7], [1.7, -3.0, 2.5], [1.0, 1.4, 0.1], [-2.8, 0.2, -2.6], [0.1, 0.8, 1.9], [0.4, -2.6, -2.7], [-1.4, 0.6, -0.2], [-1.9, 2.8, -0.3], [-1.6, 2.1, -4.5], [0.6, -0.2, -0.3], [-2.0, -0.2, -0.4], [-0.3, 0.2, -0.2], [0.0, 1.7, -2.2], [0.4, 0.1, 0.2], [-0.3, -0.4, -0.4], [2.3, -1.2, 2.7], [0.1, 0.2, 0.2], [0.0, 1.4, -0.3], [-0.1, -0.7, -1.3], [0.0, 1.6, 0.9], [-0.3, -0.4, 2.4], [0.1, 0.0, -0.4], [0.9, -1.9, -0.6], [1.5, -1.2, 3.2]]}